i | {"formula": "C5H8N2", "method": "ωB97M-V/def2-TZVPD", "elements": ["N", "C", "C", "N", "C", "C", "C", "H", "H", "H", "H", "H", "H", "H", "H"], "xyz": [[2.507, -0.303, 0.182], [0.664, 0.295, 0.536], [1.364, 1.555, 0.426], [2.191, 2.345, 0.224], [-0.555, 0.126, -0.411], [-2.046, 0.241, 0.011], [-1.447, -1.086, -0.306], [3.012, -1.196, 0.391], [2.431, -0.318, -0.838], [0.308, 0.088, 1.566], [-0.407, 0.526, -1.412], [-2.339, 0.474, 1.033], [-2.753, 0.650, -0.719], [-1.731, -1.602, -1.219], [-1.242, -1.738, 0.538]], "nbo_charge": [-0.8351, -0.0946, 0.2341, -0.2864, -0.2665, -0.3955, -0.4107, 0.3599, 0.3393, 0.2380, 0.2284, 0.2206, 0.2269, 0.2241, 0.2175], "homo_ev": -9.5864, "gap_ev": 9.82}



ii | {"formula": "C5H8N2", "method": "ωB97M-V/def2-TZVPD", "elements": ["C", "C", "C", "C", "C", "N", "N", "H", "H", "H", "H", "H", "H", "H", "H"], "xyz": [[1.361, -0.644, 0.179], [1.060, 0.738, 0.001], [0.381, -1.692, 0.350], [-1.516, 0.872, 0.173], [-0.176, 1.401, -0.017], [-0.893, -1.290, -0.467], [-1.819, -0.586, 0.190], [2.267, -0.995, -0.068], [1.805, 1.385, -0.185], [0.611, -2.648, -0.063], [0.106, -1.957, 1.275], [-1.886, 0.953, 1.228], [-2.338, 1.443, -0.457], [-0.117, 2.462, -0.230], [-0.551, -0.628, -1.296]], "nbo_charge": [-0.1588, -0.2565, -0.2834, -0.3901, -0.1969, -0.3962, -0.1850, 0.1915, 0.2049, 0.2122, 0.2196, 0.2751, 0.2298, 0.2106, 0.3231], "homo_ev": [-8.0940, -7.7937], "gap_ev": [7.55, 8.05]}



iii | {"formula": "C5H8N2", "method": "ωB97M-V/def2-TZVPD", "elements": ["C", "C", "C", "C", "N", "N", "C", "H", "H", "H", "H", "H", "H", "H", "H"], "xyz": [[0.870, 1.400, -0.987], [-0.464, 0.719, -0.797], [-0.661, -0.747, -0.695], [0.484, -1.577, -0.377], [1.325, -2.197, 0.122], [-1.051, 0.108, 0.442], [-0.452, -0.420, 1.789], [1.664, 0.910, -0.423], [1.159, 1.405, -2.049], [0.791, 2.447, -0.677], [-1.223, 1.173, -1.453], [-1.430, -1.244, -1.291], [-0.704, -1.465, 1.667], [-0.942, -0.153, 2.747], [0.635, -0.360, 1.978]], "nbo_charge": [-0.6372, -0.0188, -0.2123, 0.2654, -0.3284, -0.3791, -0.4287, 0.2248, 0.2262, 0.2233, 0.2069, 0.2301, 0.2083, 0.2156, 0.2039], "homo_ev": -9.4601, "gap_ev": 10.38}



Among the structures shown above, iii is the most stable, with the second-best lying 0.0633 hartree higher.